Entry 1:
Molecular formula: C10H14BN7O3Pd
Method: DFT, ωB97M-V/def2-TZVPD

* expectation value of S²: 2.006
* E_LUMO (alpha / beta): 0.60 / -0.99 eV
* HOMO energy (alpha / beta): -7.9 / -9.3 eV
* HOMO-LUMO gap (alpha / beta): 8.49 / 8.27 eV
* energy relative to the best compared isomer or geometry (same formula, charge and spin): 0.0 kcal per mole

The geometry in ORCA input format:
```
! RIJCOSX wB97M-V def2-TZVPD def2/J DEFGRID3
* xyz 0 3
H -0.90721 0.41600 2.70485
N -1.31295 -0.56373 0.86157
B -2.37717 -1.88736 -1.05390
N -2.42469 -1.17209 0.32641
C -3.44393 -1.06797 1.20505
Pd 0.47386 -0.46233 -0.25368
H -4.40658 -1.49069 0.95596
C -2.97123 -0.40215 2.32940
H -3.52490 -0.14094 3.20689
C -1.62390 -0.09597 2.08180
H -3.40827 -2.40465 -1.35452
C 2.59209 -0.44503 -0.72344
H 3.25871 0.22415 -0.17740
H 2.06293 0.14897 -1.49511
H 3.13581 -1.22096 -1.26441
N -1.19342 -2.89949 -0.90672
N -1.92412 -0.83140 -2.11603
N 0.04866 -2.43950 -0.52914
N -0.76949 -0.11372 -1.89335
C -1.13376 -4.23914 -1.04258
C -2.43689 -0.45036 -3.30634
H -2.01148 -4.78810 -1.34210
H -3.35923 -0.86864 -3.67916
C 0.16117 -4.64428 -0.72804
C -1.58741 0.50276 -3.86326
C 0.87840 -3.48842 -0.42671
C -0.55657 0.70337 -2.93760
H 0.53972 -5.64479 -0.72722
H -1.68643 0.99970 -4.80699
H 1.92106 -3.34321 -0.19290
H 0.30590 1.35341 -2.96963
H 1.97790 -1.04409 0.08707
O 0.51912 1.60894 0.14767
N 0.93114 1.71604 1.41344
O 0.97917 2.81936 1.93971
O 1.25419 0.62228 1.98844
*
```

Entry 2:
Molecular formula: C10H14Cl2GeIrSSe2Te2
Method: DFT, ωB97M-V/def2-TZVPD

* expectation value of S²: 6.028
* E_LUMO (alpha / beta): 2.44 / 0.87 eV
* HOMO energy (alpha / beta): -3.8 / -4.4 eV
* HOMO-LUMO gap (alpha / beta): 6.20 / 5.28 eV
* energy relative to the best compared isomer or geometry (same formula, charge and spin): 17.3 kcal per mole

The geometry in ORCA input format:
```
! RIJCOSX wB97M-V def2-TZVPD def2/J DEFGRID3
* xyz -1 5
Ir 0.95592 1.63637 0.80150
Cl -0.03485 1.23760 -1.79684
C 1.03849 -0.01525 -2.35644
C 0.64381 -0.71049 -3.48622
C 1.46114 -1.70461 -3.99617
C 2.66349 -1.98334 -3.36613
C 3.03117 -1.27437 -2.23738
Cl 4.55657 -1.68065 -1.50544
C 2.23608 -0.26217 -1.67531
S 2.77986 0.63063 -0.26829
H -0.29720 -0.46420 -3.95825
H 1.16375 -2.25542 -4.87820
H 3.32371 -2.75276 -3.74172
Se 2.50670 4.64368 -1.75050
Te 2.89859 4.13004 0.56364
Te 1.28520 5.74901 1.99736
Se -0.42367 3.23461 1.84627
C -2.01763 -2.28212 2.02565
Ge -1.68044 -0.34833 1.79740
C -2.29350 0.51239 3.44558
C -2.79476 0.25615 0.30531
C 0.24208 -0.15335 1.47806
H -3.08117 -2.46586 2.19252
H -1.46482 -2.67130 2.88253
H -1.70665 -2.83983 1.14067
H -3.28114 0.13008 3.71298
H -2.35118 1.59256 3.32650
H -1.60584 0.29673 4.26512
H -3.82547 -0.06649 0.46703
H -2.44383 -0.15724 -0.64038
H -2.77654 1.34432 0.23291
H 0.54645 -0.91613 0.75319
H 0.74566 -0.39027 2.42304
*
```

Entry 3:
Molecular formula: C10H14F15KN3O12S5
Method: DFT, ωB97M-V/def2-TZVPD

* E_LUMO: 1.96 eV
* HOMO energy: -7.2 eV
* HOMO-LUMO gap: 9.15 eV
* energy relative to the best compared isomer or geometry (same formula, charge and spin): 544.7 kcal per mole

The geometry in ORCA input format:
```
! RIJCOSX wB97M-V def2-TZVPD def2/J DEFGRID3
* xyz -1 1
K 0.59480 -1.05110 0.21059
C 3.52514 0.97729 -1.15925
F 3.09966 0.40728 -2.25540
F 4.03138 0.04637 -0.33667
F 4.48861 1.84943 -1.38161
S 1.99662 1.81922 -0.23083
O 1.17022 0.73854 0.34652
O 2.58081 2.68383 0.75868
O 1.34145 2.59811 -1.29554
C -0.27555 1.99178 1.23801
N -1.04192 2.21444 -0.08791
C -0.62872 3.59420 -0.59882
C -0.54146 1.08701 -1.07323
C -2.59182 2.13001 0.07878
C -3.14953 2.95316 1.16709
O -3.00192 2.21534 2.39599
H -0.49657 1.01012 1.65705
H -0.38138 2.84417 1.90908
H 0.78740 1.90449 1.01298
H 0.45945 3.65597 -0.61166
H -0.94464 4.43034 0.02500
H -1.05685 3.67555 -1.59792
H -0.73214 0.10668 -0.63655
H 0.51360 1.16586 -1.33541
H -1.02084 1.39639 -2.00198
H -2.68625 1.07300 0.32761
H -3.05139 2.24840 -0.90248
H -4.18856 3.24886 1.02192
H -2.67819 3.92739 1.29675
H -3.86785 2.34158 2.79075
C 0.95069 -2.01052 3.32751
F 2.14164 -1.44637 3.30776
F 0.75263 -2.52423 4.51533
F -0.04486 -1.13433 2.97762
S 0.92624 -3.41952 2.04503
O 1.74279 -4.51139 2.62883
O -0.48912 -3.77604 1.93151
N 1.52364 -2.66540 0.55364
S 2.88714 -3.29458 0.30589
O 3.89727 -2.86220 1.29788
O 2.89113 -4.75080 -0.03960
C 3.37603 -2.43333 -1.34160
F 2.83294 -3.14004 -2.34516
F 2.89731 -1.24745 -1.45126
F 4.70342 -2.37806 -1.39741
C 0.14086 -0.56202 -3.37984
F 0.21797 -0.99119 -4.64646
F 1.16882 -1.02418 -2.70544
F 0.10245 0.77727 -3.43382
S -1.56888 -1.28285 -2.54116
O -2.63498 -0.34014 -2.98181
O -1.67534 -2.67026 -3.02630
N -1.22017 -1.21493 -0.86027
S -2.61335 -1.47481 -0.29636
O -3.49586 -0.27944 -0.43902
O -3.12468 -2.77919 -0.62773
C -2.23878 -1.49568 1.67220
F -1.36976 -2.44819 1.95444
F -1.62273 -0.28622 1.90118
F -3.30790 -1.61770 2.36314
*
```

Entry 4:
Molecular formula: C10H14F2N2
Method: DFT, ωB97M-V/def2-TZVPD

* E_LUMO: 0.67 eV
* HOMO energy: -7.3 eV
* HOMO-LUMO gap: 7.96 eV
* energy relative to the best compared isomer or geometry (same formula, charge and spin): 61.9 kcal per mole

The geometry in ORCA input format:
```
! RIJCOSX wB97M-V def2-TZVPD def2/J DEFGRID3
* xyz 0 1
C -2.89907 -0.06935 0.10690
C -2.26970 -0.10840 -1.17537
C -0.89564 -0.05483 -1.28899
C -0.06995 -0.06685 -0.13755
C -0.70813 -0.23143 1.12767
C -2.13677 -0.18127 1.30123
C 2.21334 -0.70617 0.48877
C 1.90510 -2.15290 0.59220
C 1.90003 1.01862 -0.99499
C 1.59065 2.40186 -0.22340
H -4.99123 0.27792 -0.89932
H -4.55551 -0.56546 0.89861
H -2.99674 -0.06339 -1.90433
H -0.37662 -0.29223 -2.19641
H -0.19792 -0.57198 2.13821
H -2.51545 -0.30448 2.28233
H 3.13091 -0.63188 -0.07050
H 2.28291 -0.34791 1.61580
H 2.33798 -2.52651 1.58034
H 0.75346 -2.26446 0.72265
H 1.31795 1.15437 -1.98672
H 2.96054 0.93044 -1.21108
H 0.50959 2.56692 -0.07055
H 1.91839 3.23612 -0.85766
N -4.26643 0.02705 0.14905
N 1.30481 -0.06875 -0.37068
F 2.39950 -2.82035 -0.56582
F 2.35399 2.41529 0.94960
*
```

Entry 5:
Molecular formula: C10H14F2ReS4SbTe
Method: DFT, ωB97M-V/def2-TZVPD

* E_LUMO (alpha / beta): -10.30 / -10.30 eV
* HOMO energy (alpha / beta): -13.2 / -13.2 eV
* HOMO-LUMO gap (alpha / beta): 2.92 / 2.92 eV

The geometry in ORCA input format:
```
! RIJCOSX wB97M-V def2-TZVPD def2/J DEFGRID3
* xyz 2 1
Re -0.31174 -0.28141 1.50988
S -2.52502 -4.65029 3.84216
Sb -0.97391 -3.64758 2.71331
S -2.11951 -1.48496 2.19917
S 0.72299 -1.21642 0.00902
S 1.17891 -3.55719 2.32689
C 0.68600 0.40008 3.18111
C 0.80843 1.66030 2.45474
C 1.78352 1.64547 1.47165
C 2.00175 2.76916 0.70333
C 1.18857 3.88175 0.89760
C 0.09579 3.87865 1.78266
C -0.14389 2.70706 2.49194
H -0.00980 0.31528 4.05447
H 1.64081 -0.13843 3.33440
H 2.45313 0.79373 1.46330
H 2.87095 2.92018 0.02545
H 1.40378 4.81007 0.46180
H -0.38851 4.82599 1.97808
H -0.88937 2.62187 3.25069
F -2.37694 0.52140 -0.38320
C -1.49302 1.11049 0.44547
F -0.66073 1.86236 -0.34717
H -2.07643 1.70860 1.03818
C -0.64419 -1.66836 -5.78998
Te -1.21325 -1.83186 -3.77773
C -0.00478 -3.50807 -3.30120
H -1.52332 -1.66834 -6.44613
H -0.02171 -2.58262 -5.98384
H -0.10643 -0.67142 -5.95161
H 0.73987 -3.78825 -4.13972
H -0.63961 -4.38987 -3.12528
H 0.54768 -3.34741 -2.38945
*
```

Entry 6:
Molecular formula: C10H14F3N2O6S2
Method: DFT, ωB97M-V/def2-TZVPD

* E_LUMO: 2.69 eV
* HOMO energy: -6.5 eV
* HOMO-LUMO gap: 9.15 eV

The geometry in ORCA input format:
```
! RIJCOSX wB97M-V def2-TZVPD def2/J DEFGRID3
* xyz -1 1
F -0.54845 -0.22721 4.28697
C -0.46076 1.14394 3.85848
O -1.73476 1.67085 3.40637
C -2.00036 1.25022 2.03910
C -1.37369 2.37301 1.06746
N -1.69361 2.19521 -0.37559
C -0.75231 1.23120 -1.03664
O 0.52119 1.90786 -1.21300
C 1.59897 1.18511 -0.63399
C 2.08372 -0.22008 -1.05290
C 3.32497 -0.87246 -0.34222
C 4.12145 -0.15538 0.80147
C 3.60301 1.23388 1.25208
C 2.38335 1.86766 0.54835
H 0.36136 1.29772 3.06084
H -0.16748 1.80697 4.75569
H -3.13603 1.22506 1.88238
H -1.54605 0.23835 1.76370
H -0.24569 2.43337 1.28343
H -1.79636 3.40269 1.39011
H -2.67484 1.93179 -0.53310
H -0.69066 0.21721 -0.51603
H -1.18131 1.06486 -2.09715
H 1.55346 -0.79850 -1.87658
H 3.73157 -1.90730 -0.63652
H 5.04424 -0.60104 1.30521
H 4.10340 1.84679 2.07906
H 2.03057 2.89296 0.90760
N -1.76490 -4.19504 -2.61583
S -1.30045 -3.05126 -1.64031
O -2.22770 -1.96544 -1.40467
O 0.10319 -2.70436 -1.63767
F -1.41196 -3.83670 -0.25217
S -1.83295 -3.70036 -4.10700
O -2.55474 -4.60080 -4.98042
O -0.64032 -3.12466 -4.68556
F -2.82909 -2.45613 -4.05097
*
```